(1)
Here is a cluster of 7 separate species, C18H24N6O2 in total at a distorted geometry from the OMol25 dataset. Energies are from ωB97M-V/def2-TZVPD.

energy above the lowest of the compared OMol25 structures with the same formula, charge and spin	445.2	kJ/mol
net charge	0
SMILES string	Oc1ccc(O)cc1.CC#N.CC#N.CC#N.CC#N.CC#N.CC#N

Geometry as XYZ:
```
50
Properties=species:S:1:pos:R:3:forces:R:3:mulliken_charge:R:1
C 6.8094 -0.8922 -6.3513 0.318 0.737 0.300 -0.423
C 8.1804 -0.9117 -6.6845 -1.648 0.828 0.292 -0.623
C 8.6416 0.0322 -7.5752 -0.761 -0.466 -0.997 0.507
C 7.7449 0.9573 -8.1557 -1.836 0.605 0.608 -0.396
C 6.3703 1.0129 -7.8130 1.300 -2.050 1.551 -0.525
C 5.9096 0.0789 -6.8332 1.622 0.115 -1.510 0.623
O 4.6009 0.1251 -6.4952 -0.204 -0.210 0.343 -0.517
O 9.8886 -0.0477 -8.0868 1.215 1.077 -0.628 -0.534
H 6.5351 -1.6022 -5.5852 -0.527 -0.084 0.041 0.238
H 8.8280 -1.5943 -6.1545 0.154 -0.158 -0.268 0.331
H 7.9614 1.7681 -8.8356 1.058 -0.401 -0.291 0.342
H 5.6608 1.6833 -8.2753 0.182 0.184 0.018 0.393
H 4.4746 -0.5649 -5.8398 -0.400 -0.067 0.160 0.278
H 10.3765 -0.8578 -7.9217 -0.478 -0.112 0.386 0.307
C -4.7030 1.0800 -5.0707 0.408 0.190 0.880 -0.714
C -4.8811 2.2290 -5.9278 0.598 -5.227 3.355 0.240
N -5.0272 3.0340 -6.6648 -0.859 5.181 -4.317 -0.281
H -4.9089 0.1039 -5.5101 -0.211 0.356 -0.273 0.270
H -5.3327 1.2512 -4.1977 0.099 -0.341 0.125 0.246
H -3.6571 1.0887 -4.7637 -0.037 -0.156 0.233 0.241
C 1.2505 -5.6637 0.7867 0.364 0.093 -0.975 -0.709
C 1.1964 -4.7381 -0.3903 -0.002 -0.816 1.254 0.276
N 1.1050 -4.0745 -1.3191 0.053 0.192 -0.163 -0.335
H 1.9293 -5.3379 1.5748 -0.363 0.482 -0.035 0.267
H 1.6996 -6.5981 0.4501 -0.222 -0.101 -0.184 0.253
H 0.2417 -5.8696 1.1446 0.170 0.166 0.100 0.249
C -0.6919 4.6610 8.7773 1.252 -0.318 -0.912 -0.692
C -0.7734 4.9129 7.3421 -0.655 -0.676 3.090 0.230
N -0.9074 5.0030 6.2311 -0.172 0.501 -3.387 -0.313
H -1.2618 5.3962 9.3454 0.271 -0.352 0.143 0.264
H 0.3913 4.6780 8.8976 0.083 0.635 0.943 0.248
H -0.8814 3.6049 8.9692 -0.776 0.211 0.117 0.263
C -5.2562 -3.1676 8.6601 -0.344 0.844 0.335 -0.675
C -5.2132 -3.7829 9.9588 0.659 -2.273 1.972 0.282
N -5.1020 -4.3060 10.9911 -0.325 0.967 -1.506 -0.356
H -6.1006 -3.5139 8.0642 0.158 -0.012 0.046 0.256
H -4.3084 -3.2394 8.1265 -0.143 -0.047 0.099 0.262
H -5.4358 -2.1475 8.9996 0.000 0.522 -0.949 0.230
C -6.8578 0.9730 3.5517 0.190 0.323 -1.040 -0.725
C -6.5037 1.8938 2.3875 -0.274 1.333 -1.179 0.322
N -6.3999 2.6179 1.4618 -0.116 -2.352 2.918 -0.373
H -7.9169 1.0940 3.7792 0.034 0.053 -0.164 0.259
H -6.3105 1.0956 4.4863 0.277 0.577 -0.371 0.272
H -6.6837 -0.0599 3.2501 -0.083 0.065 -0.184 0.244
C -0.6331 1.6320 0.7986 -0.788 1.372 0.122 -0.762
C -1.0094 0.8537 1.9817 0.869 -1.044 0.515 0.332
N -1.3037 0.2801 2.9428 0.164 0.613 -1.054 -0.381
H 0.1776 1.4685 0.0886 -0.005 -1.402 0.502 0.318
H -0.3476 2.6199 1.1602 -0.389 0.242 0.191 0.255
H -1.5645 1.7408 0.2431 0.119 0.205 -0.252 0.238
```
Forces are in eV/Å.



(2)
Here is a cluster of 6 separate species, C18H24N6O6 in total at a distorted geometry from the OMol25 dataset. Energies are from ωB97M-V/def2-TZVPD.

energy above the lowest of the compared OMol25 structures with the same formula, charge and spin	102.2	kJ/mol
net charge	0
SMILES string	C[N+](=O)[O-].C[N+](=O)[O-].C[N+](=O)[O-].c1ccncc1.c1ccncc1.c1ccncc1

Geometry as XYZ:
```
54
Properties=species:S:1:pos:R:3:forces:R:3:mulliken_charge:R:1
C 2.2177 -1.5511 -0.5456 0.525 -0.615 -0.419 -0.633
N 2.3364 -1.5050 -2.0302 -1.105 -0.675 -2.574 0.866
O 1.3045 -1.7240 -2.7307 2.038 0.563 1.915 -0.511
O 3.4217 -1.2473 -2.5328 -0.919 -0.097 0.809 -0.507
H 1.4602 -2.2924 -0.2912 -0.396 0.712 -0.054 0.257
H 2.0701 -0.5054 -0.2758 -0.310 -0.272 0.459 0.245
H 3.1579 -1.9529 -0.1679 0.110 0.454 -0.104 0.285
C 1.2833 4.1733 3.6348 -0.528 0.317 -0.004 -0.689
N 2.0540 3.1361 4.3268 2.255 -1.997 -1.088 0.855
O 2.3132 3.1694 5.4996 -0.805 0.794 0.748 -0.527
O 2.5446 2.2576 3.5964 -0.947 0.795 0.321 -0.532
H 1.3644 5.1008 4.2017 0.116 -0.110 -0.219 0.302
H 0.2395 3.8599 3.6131 0.057 -0.077 0.029 0.279
H 1.6721 4.1900 2.6166 -0.106 0.273 0.224 0.302
C 2.0875 1.5142 -3.7521 -0.018 -0.640 -0.189 -0.183
N 2.6679 2.4967 -2.8177 1.649 0.771 1.453 0.933
O 3.9004 2.7278 -2.8241 -2.438 -0.632 -0.471 -0.582
O 1.8975 3.0018 -2.0135 0.361 -0.190 -0.712 -0.520
H 1.3527 2.0154 -4.3822 0.468 0.164 -0.178 0.119
H 1.4988 0.7829 -3.1983 0.167 0.171 0.335 -0.117
H 2.8993 0.9848 -4.2508 -0.215 0.369 -0.214 0.352
N -2.1638 -4.8457 3.4136 -0.787 0.133 0.606 -0.529
C -3.0261 -5.5262 4.2014 1.322 0.290 1.914 -0.229
C -3.0833 -5.3049 5.5828 0.068 1.615 0.586 -0.250
C -2.3775 -4.2239 6.2345 -0.354 -1.654 -2.660 -0.419
C -1.6231 -3.4312 5.3692 -0.480 -0.681 -0.785 -0.283
C -1.5393 -3.8043 3.9710 -0.509 -0.300 1.211 -0.177
H -3.5682 -6.4032 3.8802 -0.015 0.171 -0.835 0.339
H -3.7973 -5.8514 6.1812 0.102 -0.387 -0.006 0.330
H -2.4161 -4.1320 7.3099 -0.057 0.356 -0.052 0.391
H -1.1740 -2.5368 5.7751 0.433 0.032 -0.337 0.358
H -0.9380 -3.2827 3.2410 0.292 0.449 0.340 0.465
N -1.8999 1.9696 -4.0180 1.218 -1.229 -1.017 -0.509
C -1.4381 3.0415 -4.7143 -0.399 -1.512 -0.159 -0.193
C -0.6974 2.8922 -5.8756 0.397 -0.376 -1.268 -0.370
C -0.3849 1.6338 -6.4004 -0.381 0.935 0.888 -0.241
C -0.7872 0.5387 -5.6708 0.156 -0.014 -0.284 -0.396
C -1.5163 0.7250 -4.5022 -0.273 1.756 -0.038 -0.112
H -1.7394 4.0370 -4.4233 -0.060 -0.052 0.447 0.358
H -0.3930 3.7055 -6.5177 -0.092 0.569 0.445 0.364
H 0.1525 1.5519 -7.3335 0.031 -0.072 -0.019 0.377
H -0.5245 -0.4275 -6.0757 -0.218 -0.346 0.424 0.376
H -1.8163 -0.1870 -4.0076 -0.345 0.294 0.587 0.335
N 0.3248 1.3442 0.5287 -0.039 -0.482 -0.211 -0.311
C -0.5302 0.9290 -0.4314 0.259 0.818 0.611 -0.610
C -1.3781 -0.1536 -0.2907 0.392 -1.044 2.177 -0.387
C -1.3231 -0.8073 0.9828 -0.601 0.651 -1.239 -0.269
C -0.5124 -0.3092 1.9900 -0.916 -2.216 -0.196 -0.303
C 0.3467 0.6748 1.6876 0.902 1.894 -0.540 -0.397
H -0.5475 1.5850 -1.2892 -0.017 -0.172 -0.374 0.613
H -2.0568 -0.5266 -1.0434 0.122 0.208 -0.183 0.435
H -1.9433 -1.6687 1.1823 -0.157 -0.074 -0.080 0.440
H -0.4382 -0.8037 2.9472 -0.187 -0.025 0.123 0.365
H 1.0658 0.9652 2.4393 0.233 0.386 -0.141 0.442
```
Forces are in eV/Å.



(3)
Here is a structure of composition C18H24N8O4RuS from the OMol25 dataset. Energies are from ωB97M-V/def2-TZVPD.

energy above the lowest of the compared OMol25 structures with the same formula, charge and spin	129.1	kJ/mol
expectation value of S²	0.76
2S+1	2
net charge	+1

Geometry as XYZ:
```
56
Properties=species:S:1:pos:R:3:forces:R:3:mulliken_charge:R:1
Ru -1.0783 -0.8130 0.7143 0.403 -0.314 -0.286 0.273
C -4.0038 -0.7556 -4.2372 -0.046 -0.056 -0.009 -1.050
C -4.9160 -0.4034 -3.0714 0.070 -0.042 -0.002 -0.393
N -4.5209 -1.0579 -1.8227 -0.043 0.146 0.025 -0.178
C -3.4908 -0.6373 -1.0737 -0.058 -0.053 0.119 0.287
S -3.2920 -1.3873 0.5051 -0.075 -0.016 0.090 -0.309
N -2.6974 0.2879 -1.5384 0.214 0.201 -0.028 -0.872
N -1.7431 0.6428 -0.6102 -0.017 -0.118 -0.055 0.789
C -1.2225 1.8114 -0.7156 0.060 0.054 -0.008 0.980
C -1.5038 2.6791 -1.9100 -0.053 0.055 0.164 -1.507
C -0.3812 2.3548 0.3898 -0.142 -0.055 -0.381 0.499
C 0.3656 3.5134 0.2126 0.092 0.158 -0.043 -0.670
C 1.0098 4.1432 1.2603 -0.065 -0.090 0.035 -0.573
C 0.8917 3.6060 2.5333 -0.010 -0.001 -0.115 -0.799
C 0.1714 2.4488 2.6879 0.041 -0.031 0.042 -0.278
N -0.4331 1.8455 1.6451 0.324 -0.031 0.063 0.840
H -4.4299 -0.3778 -5.1667 0.023 0.021 0.005 0.359
H -3.9038 -1.8385 -4.3271 -0.013 0.015 -0.024 0.296
H -3.0144 -0.3214 -4.1079 0.009 -0.007 0.024 0.243
H -5.9330 -0.7269 -3.2848 -0.020 -0.002 0.038 0.420
H -4.9322 0.6764 -2.9124 -0.005 0.000 0.004 0.255
H -5.1825 -1.6633 -1.3671 0.027 -0.070 -0.046 0.250
H -1.8898 2.0613 -2.7117 -0.030 -0.024 -0.004 0.319
H -0.6048 3.1806 -2.2603 0.003 0.008 0.031 0.487
H -2.2554 3.4361 -1.6756 0.043 0.034 0.012 0.316
H 0.4295 3.9404 -0.7744 -0.011 -0.014 -0.011 0.271
H 1.5812 5.0437 1.0857 0.004 -0.010 -0.003 0.472
H 1.3600 4.0564 3.3957 0.001 -0.012 0.004 0.466
H 0.0392 1.9222 3.6207 0.018 -0.006 -0.005 0.443
C 2.6987 -2.5893 -2.6077 -0.032 -0.010 0.008 -0.895
O 2.2379 -1.4275 -1.9009 -0.024 0.038 0.021 -0.320
C 1.1136 -1.4496 -1.2119 0.132 -0.183 -0.079 0.646
O 0.7576 -0.4533 -0.6024 -0.056 0.174 0.091 -0.197
N 0.3790 -2.5894 -1.2104 -0.058 -0.142 -0.041 -0.079
N -0.8047 -2.6062 -0.4519 -0.033 0.150 0.058 -0.487
H 3.6294 -2.2902 -3.0751 0.011 0.001 -0.003 0.252
H 1.9862 -2.8804 -3.3804 -0.005 0.001 0.003 0.362
H 2.8931 -3.4091 -1.9152 -0.002 0.002 0.004 0.369
H 0.6789 -3.4432 -1.6484 0.037 -0.002 0.007 0.239
H -0.7339 -3.2681 0.3216 0.061 -0.079 0.051 0.401
H -1.6063 -2.8444 -1.0287 0.002 0.052 -0.109 0.344
O -0.6781 -2.2073 2.1441 0.172 -0.147 0.034 -0.474
N 0.5172 -2.0495 2.6875 -0.088 0.248 -0.114 -0.472
N 1.1216 -1.1068 2.1441 -0.035 -0.037 0.063 0.580
O -1.0503 0.7254 1.9709 -0.717 0.262 0.406 -0.874
C 2.4067 -0.7925 2.6777 -0.076 -0.084 -0.019 -0.098
C 2.9274 -1.3623 3.8364 0.030 -0.020 0.055 -0.389
C 4.1809 -0.9742 4.2810 -0.024 0.010 -0.009 -0.513
C 4.9150 -0.0190 3.5862 -0.014 -0.014 0.008 -0.450
C 4.3889 0.5500 2.4363 -0.018 0.006 -0.013 -0.822
C 3.1357 0.1628 1.9812 -0.020 0.057 -0.017 0.079
H 2.3492 -2.0962 4.3800 0.009 0.004 -0.001 0.498
H 4.5866 -1.4150 5.1825 -0.004 0.000 -0.011 0.388
H 5.8911 0.2801 3.9447 -0.007 -0.001 -0.006 0.404
H 4.9539 1.2965 1.8925 -0.003 -0.016 -0.007 0.391
H 2.7051 0.5909 1.0831 0.020 -0.011 -0.018 0.480
```
Forces are in eV/Å.